Formula: C6H24N9O9
Source: the Open Molecules 2025 dataset
Level of theory: ωB97M-V/def2-TZVPD

Each atom is followed by the atoms it is bonded to, with distances in Å.
Cartesian coordinates (Å):
1 N -0.21563 -0.22954 0.37774  O2 1.201, O3 1.220, O4 1.267
2 O 0.88769 -0.11756 -0.08327  N1 1.201
3 O -0.90129 0.68051 0.81282  N1 1.220
4 O -0.77247 -1.36707 0.34527  N1 1.267
5 C 1.02788 -1.35167 -3.21397  O6 1.442, H7 1.090, H8 1.090, H9 1.090
6 O -0.24056 -0.67754 -3.08401  C5 1.442, H10 0.960
7 H 0.73941 -2.40271 -3.22858  C5 1.090
8 H 1.58188 -1.22405 -4.14397  C5 1.090
9 H 1.67904 -1.17853 -2.35717  C5 1.090
10 H -0.12429 -0.18370 -2.26903  O6 0.960
11 C -2.89085 -0.07769 3.18858  O12 1.393, H13 1.090, H14 1.090, H15 1.090
12 O -3.13470 -0.77333 2.00691  C11 1.393, H16 0.960
13 H -3.55804 -0.48214 3.94974  C11 1.090
14 H -1.83604 -0.26255 3.39184  C11 1.090
15 H -3.16645 0.97496 3.12474  C11 1.090
16 H -2.28780 -0.75601 1.55517  O12 0.960
17 C 3.78833 -1.97365 -0.65741  O18 1.242, N19 1.292, N20 1.323
18 O 4.82657 -2.63108 -0.83808  C17 1.242
19 N 2.65790 -2.58115 -0.51060  C17 1.292, H21 1.010, H22 1.010
20 N 3.65725 -0.65787 -0.69610  C17 1.323, H23 1.010, H24 1.010
21 H 1.85265 -1.98512 -0.38246  N19 1.010
22 H 2.66938 -3.59108 -0.51186  N19 1.010
23 H 2.72779 -0.33159 -0.47306  N20 1.010
24 H 4.53249 -0.15456 -0.72316  N20 1.010
25 C -2.60449 4.02235 1.06692  O26 1.191, N27 1.278, N28 1.344
26 O -3.09198 5.10529 1.15930  C25 1.191
27 N -2.41224 3.41416 -0.04036  C25 1.278, H29 1.010, H30 1.010
28 N -2.17173 3.29864 2.11336  C25 1.344, H31 1.010, H32 1.010
29 H -2.69506 3.88466 -0.88814  N27 1.010
30 H -2.10396 2.45265 -0.01658  N27 1.010
31 H -1.56501 2.62709 1.66502  N28 1.010
32 H -1.87829 3.73485 2.97575  N28 1.010
33 C 1.61777 3.99432 -0.19105  O34 1.222, N35 1.324, N36 1.285
34 O 1.29398 4.04367 0.98631  C33 1.222
35 N 1.39456 2.95479 -0.97979  C33 1.324, H37 1.010, H38 1.010
36 N 2.09877 4.95038 -0.90146  C33 1.285, H39 1.010, H40 1.010
37 H 1.80112 2.86012 -1.89949  N35 1.010
38 H 1.10108 2.05444 -0.62862  N35 1.010
39 H 2.41648 4.86161 -1.85608  N36 1.010
40 H 2.50107 5.66233 -0.30870  N36 1.010
41 C -1.21197 -5.06561 0.17512  O42 1.184, N43 1.372, N44 1.284
42 O -1.16869 -6.24674 0.10432  C41 1.184
43 N -0.15593 -4.27775 -0.20616  C41 1.372, H45 1.010, H46 1.010
44 N -2.19286 -4.38826 0.65332  C41 1.284, H47 1.010, H48 1.010
45 H -0.18441 -3.28428 -0.02642  N43 1.010
46 H 0.59312 -4.79338 -0.64564  N43 1.010
47 H -2.90608 -5.01532 0.99715  N44 1.010
48 H -1.97525 -3.51509 1.11193  N44 1.010

Values from the calculation:
- Total energy: -38450.972 eV
- Total charge: -1
- HOMO-LUMO gap: 0.346 Ha
- E_LUMO: 2.40 eV
- HOMO level: -7.023 eV
- Multiplicity: 1

Atom charges from the Mulliken analysis, given in e for atoms 1 to 4: 1.053, -0.864, -0.737, -0.845